This record from the OMol25 dataset describes C32H29LiN as an isolated structure in a non-equilibrium geometry. The level of theory is ωB97M-V with the def2-TZVPD basis set.

HOMO-LUMO gap: 4.067 eV
total energy: -1298.80628 Eh

```
! wB97M-V def2-TZVPD RIJCOSX def2/J DEFGRID3
* xyz 1 1
C 5.610 -1.829 2.285
C 5.890 -0.894 1.276
C 5.031 0.188 1.069
C 3.881 0.327 1.847
C 2.962 1.498 1.597
N 1.574 1.245 2.019
C 0.944 2.231 2.923
C -0.324 2.863 2.397
C -1.416 2.997 3.258
C -2.635 3.466 2.766
C -2.734 3.870 1.431
C -1.621 3.800 0.588
C -0.398 3.335 1.084
C 0.891 0.210 1.510
C -0.422 -0.126 1.888
C -1.248 -0.899 1.095
C -2.649 -1.109 1.366
C -3.491 -1.552 0.309
C -4.877 -1.691 0.515
C -5.333 -1.771 1.848
C -4.516 -1.323 2.891
C -3.202 -0.928 2.649
C 3.619 -0.576 2.878
C 4.471 -1.670 3.086
H 6.280 -2.676 2.446
H 6.779 -1.011 0.652
H 5.237 0.933 0.299
H 3.301 2.376 2.150
H 2.968 1.751 0.522
H 0.748 1.751 3.896
H 1.700 3.011 3.090
H -1.299 2.709 4.308
H -3.493 3.527 3.432
H -3.677 4.261 1.047
H -1.682 4.117 -0.452
H 0.499 3.317 0.457
H 1.382 -0.356 0.708
H -0.796 0.255 2.848
H -0.856 -1.268 0.134
H -3.008 -1.781 -0.654
H -5.570 -1.803 -0.332
H -6.342 -2.140 2.069
H -4.912 -1.235 3.903
H -2.579 -0.515 3.447
H 2.745 -0.437 3.517
H 4.238 -2.391 3.875
C -1.267 -4.893 3.872
Li -3.929 -3.712 0.509
C -0.479 -3.730 3.638
C -0.482 -3.446 2.254
C -1.309 -4.407 1.594
C -1.845 -5.301 2.617
C -2.693 -6.339 2.214
C -3.046 -6.461 0.866
C -2.530 -5.591 -0.123
C -1.642 -4.560 0.240
H -1.422 -5.383 4.836
H 0.065 -3.157 4.388
H 0.066 -2.661 1.735
H -3.067 -7.056 2.951
H -3.719 -7.264 0.538
H -2.742 -5.762 -1.190
H -1.097 -3.956 -0.508
*
```